Entry 1:
{
  "formula": "C2H2Br2OS",
  "method": "ωB97M-V/def2-TZVPD",
  "elements": ["Br", "C", "H", "H", "C", "Br", "O", "S"],
  "xyz": [[0.403, -2.670, -0.549], [1.099, -0.861, -0.444], [-1.797, 1.943, -0.447], [2.685, 0.442, 0.052], [-1.495, 1.103, 0.150], [-2.621, -0.227, -0.336], [-0.745, 1.061, 1.076], [2.471, -0.790, 0.498]],
  "lowdin_charge": [0.4692, -1.0007, 0.0475, -0.1196, -0.8243, 0.7748, -0.0345, 0.6877],
  "energy_ha": -5698.74506,
  "e_homo_ev": -9.014,
  "spin_multiplicity": 1,
  "homo_lumo_gap_ev": 8.51
}

---

Entry 2:
{
  "formula": "C3H3IrO2",
  "method": "ωB97M-V/def2-TZVPD",
  "elements": ["C", "H", "C", "O", "H", "C", "O", "Ir", "H"],
  "xyz": [[-0.585, -0.341, 0.922], [1.556, -0.951, 0.715], [-0.806, -0.016, -0.423], [-1.571, 0.002, -1.436], [-1.228, -0.192, 1.783], [0.880, -0.085, 0.676], [0.566, 0.231, -0.724], [-0.147, 0.556, -2.663], [1.335, 0.795, 1.152]],
  "lowdin_charge": [0.2047, 0.1561, -0.4422, -0.1308, 0.1496, -0.0362, -0.2563, 1.1982, 0.1569],
  "charge": 1,
  "energy_ha": -370.33546,
  "e_homo_ev": [-12.369, -14.884],
  "spin_multiplicity": 6,
  "homo_lumo_gap_ev": [8.46, 6.93]
}

---

Entry 3:
{
  "formula": "C39H78BBrF2N5O8Si",
  "method": "ωB97M-V/def2-TZVPD",
  "elements": ["H", "O", "H", "H", "C", "C", "H", "N", "H", "H", "H", "H", "H", "B", "H", "H", "H", "H", "F", "H", "C", "H", "H", "O", "C", "H", "C", "O", "O", "C", "H", "H", "C", "O", "O", "H", "H", "C", "H", "C", "H", "C", "H", "H", "C", "C", "H", "H", "H", "H", "H", "H", "C", "C", "C", "H", "C", "C", "N", "H", "C", "C", "H", "C", "C", "Br", "H", "C", "O", "F", "C", "N", "N", "H", "H", "H", "H", "H", "H", "H", "H", "C", "H", "C", "H", "C", "H", "O", "H", "C", "C", "C", "C", "H", "H", "H", "H", "H", "C", "H", "C", "C", "H", "H", "C", "C", "N", "C", "H", "C", "H", "C", "H", "H", "H", "H", "H", "H", "H", "H", "H", "H", "H", "H", "C", "Si", "H", "H", "H", "H", "H", "H", "H", "H", "H"],
  "xyz": [[-0.388, 1.442, 7.919], [-0.224, 0.701, 5.914], [-1.514, -0.621, -1.688], [2.578, 1.035, -0.026], [-5.358, -1.644, 3.600], [-5.302, 4.853, 3.094], [-1.038, -3.669, -6.849], [8.779, 2.028, -0.643], [-1.130, -1.946, 2.735], [3.709, 0.928, -1.642], [9.979, 0.064, -2.455], [-1.551, -7.750, -7.329], [-2.108, -1.742, -4.198], [1.475, -1.909, 4.788], [-2.387, -7.304, -5.831], [5.766, -0.940, -1.538], [-1.349, 5.476, 6.464], [9.674, 2.128, 1.254], [-0.660, -1.865, 0.229], [-0.816, -5.061, -5.737], [-3.564, 2.117, 1.607], [-3.056, 3.149, 1.926], [-6.921, 3.724, 1.880], [-2.907, -6.231, -7.532], [10.432, -0.747, -1.880], [-2.402, -2.253, -5.843], [-3.799, -1.272, 1.341], [9.995, -0.710, -0.528], [2.060, -0.867, 3.889], [-1.472, 0.244, -0.865], [-5.010, -3.109, 1.902], [10.112, -1.698, -2.316], [-0.073, -1.800, 5.427], [5.833, 1.044, -1.065], [2.395, -3.056, 5.111], [8.551, 0.767, 1.046], [-4.765, -5.606, -8.087], [1.924, 4.074, -4.987], [-6.042, 5.786, 2.998], [-5.734, 3.809, 1.908], [3.094, -0.627, -0.772], [2.673, 1.679, -6.406], [-4.775, -6.597, -6.624], [-4.945, 3.256, 4.832], [-2.513, -7.445, -6.907], [-0.891, 0.632, 7.223], [1.922, -1.719, -3.331], [-3.311, 3.866, 6.205], [-3.243, -8.238, -7.099], [-0.789, -0.398, 7.770], [2.367, -0.446, -5.140], [-5.166, -4.105, -6.225], [-5.476, 4.289, 4.622], [2.508, 3.308, -6.319], [-3.276, -3.532, -4.268], [7.690, 3.507, 0.375], [7.523, 2.746, -0.396], [-4.156, -4.515, -6.336], [-3.585, -4.760, -5.008], [6.779, -0.580, -0.128], [-3.352, 4.850, 5.540], [0.962, -1.374, -2.716], [1.113, 3.670, -2.710], [-2.166, -2.627, -4.842], [1.538, 3.156, -3.681], [-3.887, -2.266, -0.402], [-5.393, 4.213, 0.859], [-4.225, -5.812, -7.157], [-0.865, -3.216, -4.805], [0.049, 0.216, 1.128], [-2.821, 0.929, 2.412], [-1.679, -1.077, 2.886], [-1.743, 1.251, 3.464], [5.470, 2.594, 0.180], [-5.362, 1.914, 3.166], [-2.880, 4.621, 4.494], [11.524, -0.687, -1.940], [8.612, 1.329, -1.364], [0.530, -3.983, -6.082], [-4.935, -1.663, 4.691], [7.333, -0.182, -1.789], [2.267, 0.721, -5.119], [2.157, -3.802, 4.484], [-2.408, 5.966, 6.287], [-4.194, -2.945, -4.147], [10.483, 0.433, 0.185], [11.268, 0.965, -0.368], [-4.765, 5.273, 5.505], [-3.590, 2.047, 0.444], [1.717, 1.517, -3.770], [2.789, 0.493, -1.048], [-4.316, -2.327, 2.483], [-5.161, 2.283, 2.075], [-3.684, 0.526, 3.133], [-3.160, 0.008, 6.990], [-2.782, 1.742, 6.298], [0.052, -2.020, 6.571], [3.071, 1.177, -7.389], [6.293, 1.897, -0.015], [-2.508, 0.788, -0.950], [-0.331, 1.298, -1.385], [-1.243, -0.118, 3.973], [-2.296, 6.878, 5.531], [2.805, 3.965, -7.251], [-1.170, -0.482, 0.567], [-2.399, -0.497, 1.647], [-0.514, -0.354, 5.133], [-0.554, -4.020, -5.933], [-4.644, -0.431, 1.271], [6.475, -0.222, -1.115], [1.785, 5.237, -4.968], [9.319, 1.368, 0.550], [-2.919, 6.294, 7.295], [-2.727, -5.298, -5.110], [-5.598, -0.516, 3.311], [-5.789, 1.599, 1.325], [-2.969, -3.843, -3.263], [-2.363, 1.776, 4.152], [-0.700, -2.596, 4.839], [0.949, -2.065, -1.752], [-3.551, -3.796, -6.896], [-2.878, 1.494, 8.164], [-4.225, 5.275, 2.896], [-3.483, -2.979, 2.984], [-2.503, 0.988, 7.153], [1.213, 0.467, -2.222], [-0.021, 2.118, -0.575], [10.931, 0.058, 1.111], [-6.421, -2.188, 3.596], [6.437, 1.337, 0.914], [-6.592, 4.299, 4.987], [2.101, -1.258, 2.948], [-0.846, 1.933, -2.257], [7.286, 3.285, -1.321], [-0.040, -1.492, -3.342]],
  "lowdin_charge": [0.1547, -0.0671, 0.1029, 0.0413, -0.1125, -0.1703, 0.0932, -0.0558, 0.1368, 0.0443, 0.0772, 0.0905, 0.0996, -0.3412, 0.0758, 0.0831, 0.0857, 0.1214, -0.0613, 0.0713, -0.1083, 0.1336, 0.1277, -0.2010, -0.1143, 0.1136, -0.5632, -0.2036, 0.0446, -0.1627, 0.0951, 0.0892, 0.0315, -0.2273, 0.0371, 0.0995, 0.1201, -0.0670, 0.1364, -0.2063, 0.0500, -0.0655, 0.1221, 0.1025, -0.1138, -0.1628, 0.0616, 0.1023, 0.0888, 0.1270, 0.0737, 0.1216, -0.1817, -0.0746, -0.2033, 0.1167, -0.1943, -0.2036, -0.0538, 0.0920, -0.2904, -0.2148, 0.0832, -0.2132, -0.0700, 0.7156, 0.1221, -0.2024, -0.2087, -0.0363, -0.2041, 0.1034, 0.1111, 0.1183, 0.0907, 0.1110, 0.0886, 0.0697, 0.0908, 0.0712, 0.0723, -0.0439, 0.1167, -0.0925, 0.1146, -0.2037, 0.1225, -0.2184, 0.1164, -0.2194, -0.2077, -0.2613, -0.2098, 0.1281, 0.0900, 0.0421, 0.1466, 0.0808, -0.2117, 0.1066, -0.2663, -0.0227, 0.0968, 0.0835, -0.2097, -0.2279, -0.1060, -0.0886, 0.1037, -0.0954, 0.0814, -0.2063, 0.0941, 0.0704, 0.0591, 0.1217, 0.1014, 0.1191, 0.1461, 0.0548, 0.1018, 0.1093, 0.1106, 0.1085, -0.0850, 0.5305, 0.1016, 0.1185, 0.0986, 0.1084, 0.1465, 0.1354, 0.0964, 0.1190, 0.0377],
  "charge": 1,
  "energy_ha": -5495.63336,
  "e_homo_ev": -9.761,
  "spin_multiplicity": 1,
  "homo_lumo_gap_ev": 6.90
}

---

Entry 4:
{
  "formula": "C19H28N4S2Ti",
  "method": "ωB97M-V/def2-TZVPD",
  "elements": ["N", "H", "H", "C", "H", "N", "S", "H", "H", "H", "C", "H", "C", "C", "C", "C", "H", "Ti", "H", "H", "S", "H", "C", "H", "H", "N", "H", "H", "H", "N", "C", "H", "C", "C", "C", "C", "H", "C", "H", "C", "C", "C", "H", "H", "C", "H", "H", "C", "C", "H", "H", "H", "H", "H"],
  "xyz": [[0.976, 0.677, 2.245], [0.725, -2.853, -2.746], [1.975, 2.697, 3.327], [-1.103, -3.103, 3.565], [-1.978, -2.413, 0.934], [0.565, -0.419, 1.590], [-1.372, 1.503, -0.239], [3.594, -0.140, 0.291], [-0.971, -3.348, -2.514], [-0.930, -4.133, 3.873], [-0.698, 2.221, -1.784], [0.690, -2.986, 2.300], [1.565, 1.684, 1.529], [-1.883, -2.119, -0.118], [2.180, 2.721, 2.258], [-0.180, -2.480, 2.723], [-3.329, -0.536, 3.961], [0.930, -0.211, -0.488], [-3.390, 0.487, -1.232], [-2.508, -2.752, -0.761], [-0.114, -2.417, -0.543], [0.920, -0.083, -3.053], [2.582, -0.550, -1.620], [3.641, 4.284, 2.174], [4.017, 3.917, -0.323], [0.050, -0.068, -2.498], [-1.586, 1.011, -3.330], [-2.132, -1.052, -0.225], [-2.953, -2.944, 4.658], [1.625, 1.637, 0.153], [2.359, 2.584, -0.497], [-1.422, 2.996, -2.066], [2.917, -0.817, -0.245], [-1.486, -0.410, 2.895], [-2.443, -1.086, 3.652], [-0.257, -2.529, -2.379], [-1.793, -1.081, -2.936], [-0.379, -1.126, 2.404], [-0.476, -1.300, -4.116], [3.232, 3.391, 0.221], [3.061, 3.562, 1.606], [-0.712, -1.248, -3.044], [0.009, 1.669, -3.742], [0.275, 2.688, -1.580], [-2.240, -2.424, 4.015], [2.273, 2.648, -1.594], [-3.683, 1.577, 0.145], [-3.116, 1.444, -0.781], [-0.591, 1.231, -2.923], [-1.600, 0.647, 2.617], [2.983, 0.350, -2.107], [2.488, -1.416, -2.285], [-3.341, 2.267, -1.467], [3.031, -1.851, 0.099]],
  "lowdin_charge": [0.1797, 0.0976, 0.1522, -0.0232, 0.0412, -0.0361, 0.8819, 0.1133, 0.1111, 0.1332, -0.4184, 0.1194, -0.3093, -0.2446, 0.0856, -0.0394, 0.1294, 0.8618, 0.0474, 0.0862, 0.9296, 0.1070, -0.1782, 0.1508, 0.1463, -0.1718, 0.1337, 0.0021, 0.1368, -0.0617, -0.0722, 0.1059, -0.1035, -0.0234, -0.0217, -0.3600, 0.1349, -0.3193, 0.1571, 0.0392, 0.0539, -0.1937, 0.1546, 0.0504, -0.0051, 0.1417, 0.0617, -0.2845, -0.1944, 0.1079, 0.1131, 0.1076, 0.0737, 0.1126],
  "charge": 3,
  "energy_ha": -2604.57930,
  "e_homo_ev": [-17.898, -17.910],
  "spin_multiplicity": 2,
  "homo_lumo_gap_ev": [6.18, 5.28]
}